A.
C34H61N6O3SSi4V | ωB97M-V/def2-TZVPD

```
110
C34H61N6O3SSi4V | OMol25 | ωB97M-V/def2-TZVPD
V 0.053 0.539 -0.233
N -1.572 1.073 3.978
C -2.987 0.946 4.314
C -3.867 1.231 3.100
C -3.942 0.097 2.073
C -2.617 -0.312 1.437
N -1.899 0.789 0.794
H -0.977 0.761 4.734
H -1.319 2.029 3.749
H -3.293 1.606 5.137
H -3.161 -0.081 4.653
H -3.516 2.152 2.622
H -4.882 1.443 3.448
H -4.638 0.389 1.279
H -4.377 -0.789 2.549
H -2.786 -1.098 0.700
H -1.939 -0.717 2.185
H -1.611 1.445 1.519
H -2.500 1.310 0.160
O -0.313 3.167 1.965
S -0.461 3.881 0.712
O -1.634 4.721 0.608
N -0.308 2.827 -0.465
C -0.598 3.240 -1.765
C -0.760 4.540 -2.215
C -1.001 4.826 -3.570
C -1.075 3.838 -4.509
C -0.915 2.496 -4.101
C -0.928 1.420 -5.017
C -0.739 0.148 -4.570
C -0.565 -0.063 -3.189
N -0.564 0.907 -2.305
C -0.703 2.194 -2.739
C 0.942 4.975 0.587
C 0.911 6.173 1.288
C 2.004 7.024 1.233
C 3.115 6.680 0.472
C 3.132 5.487 -0.235
C 2.043 4.629 -0.182
H -0.716 5.363 -1.519
H -1.120 5.862 -3.865
H -1.243 4.060 -5.556
H -1.075 1.628 -6.071
H -0.720 -0.700 -5.241
H -0.412 -1.058 -2.795
H 0.031 6.430 1.863
H 1.989 7.958 1.781
H 3.967 7.347 0.429
H 3.995 5.216 -0.830
H 2.047 3.693 -0.729
C 2.677 2.062 2.122
C 1.735 1.010 2.678
C 2.409 0.164 3.746
O 1.230 0.161 1.636
H 3.638 1.620 1.849
H 2.843 2.854 2.855
H 2.247 2.505 1.229
H 0.855 1.497 3.093
H 3.245 -0.391 3.309
H 1.711 -0.552 4.177
H 2.805 0.800 4.541
C 2.289 -2.461 -2.768
Si 1.668 -3.338 -1.211
C 1.491 -5.149 -1.760
C 3.082 -3.363 0.056
Si -0.243 -2.254 -0.365
Si -1.880 -3.361 -1.663
C -2.184 -5.194 -1.275
C -3.599 -2.563 -1.532
C -1.551 -3.364 -3.540
Si -0.614 -3.492 1.612
C -2.444 -3.687 2.110
C 0.061 -5.263 1.614
C 0.188 -2.667 3.110
H 3.211 -2.933 -3.123
H 2.495 -1.407 -2.583
H 1.553 -2.526 -3.576
H 2.465 -5.514 -2.105
H 0.784 -5.260 -2.586
H 1.161 -5.793 -0.943
H 4.046 -3.281 -0.455
H 3.076 -4.300 0.620
H 3.014 -2.531 0.757
H -2.486 -5.353 -0.238
H -1.291 -5.795 -1.455
H -2.983 -5.572 -1.920
H -4.022 -2.654 -0.529
H -4.288 -3.050 -2.230
H -3.562 -1.498 -1.782
H -0.510 -3.574 -3.793
H -1.823 -2.406 -3.987
H -2.173 -4.130 -4.014
H -3.095 -3.957 1.276
H -2.839 -2.769 2.550
H -2.528 -4.475 2.866
H -0.401 -5.880 0.843
H -0.136 -5.728 2.586
H 1.140 -5.272 1.449
H -0.184 -1.646 3.222
H 1.271 -2.601 2.988
H -0.026 -3.229 4.025
N 3.029 -0.039 -0.319
C 4.201 0.190 -0.911
C 4.032 1.019 -2.023
C 2.662 1.259 -2.040
N 2.079 0.622 -1.014
H 2.015 -0.174 1.124
H 5.105 -0.253 -0.518
H 4.779 1.374 -2.714
H 2.075 1.840 -2.738
```

As for the spin multiplicity: 4. Its expectation value of S² is 3.761. The HOMO energy (alpha / beta) comes out at -4.068 / -4.255 eV. Its charge is -1. The calculation puts the gap between HOMO and LUMO (alpha / beta) at 6.4928 / 6.6206 eV.

B.
C34H61N6O3SSi4V | ωB97M-V/def2-TZVPD

```
110
C34H61N6O3SSi4V | OMol25 | ωB97M-V/def2-TZVPD
V 0.016 0.509 -0.351
N -1.504 0.142 3.399
C -2.790 0.438 4.019
C -3.598 1.387 3.134
C -4.202 0.742 1.883
C -3.222 0.054 0.933
N -2.154 0.940 0.455
H -0.948 -0.529 3.914
H -0.948 0.981 3.273
H -2.705 0.866 5.030
H -3.340 -0.505 4.128
H -2.964 2.235 2.858
H -4.418 1.813 3.721
H -4.742 1.515 1.323
H -4.958 0.006 2.183
H -3.774 -0.323 0.068
H -2.741 -0.799 1.404
H -1.736 1.394 1.267
H -2.554 1.707 -0.075
O -0.552 3.080 1.874
S -0.563 3.812 0.623
O -1.746 4.610 0.384
N -0.242 2.784 -0.552
C -0.572 3.180 -1.843
C -0.795 4.467 -2.296
C -1.053 4.735 -3.653
C -1.069 3.743 -4.591
C -0.839 2.412 -4.177
C -0.773 1.334 -5.093
C -0.502 0.078 -4.645
C -0.343 -0.117 -3.256
N -0.425 0.853 -2.378
C -0.630 2.132 -2.814
C 0.794 4.965 0.723
C 0.772 5.913 1.737
C 1.814 6.817 1.852
C 2.873 6.778 0.953
C 2.891 5.826 -0.054
C 1.850 4.914 -0.171
H -0.782 5.300 -1.610
H -1.224 5.764 -3.944
H -1.244 3.954 -5.639
H -0.922 1.535 -6.147
H -0.416 -0.772 -5.305
H -0.138 -1.101 -2.853
H -0.055 5.935 2.437
H 1.803 7.554 2.646
H 3.690 7.483 1.046
H 3.721 5.778 -0.747
H 1.878 4.139 -0.926
C 2.727 2.190 1.815
C 1.855 1.207 2.571
C 2.662 0.384 3.562
O 1.127 0.317 1.698
H 3.617 1.705 1.410
H 3.038 3.002 2.478
H 2.181 2.614 0.978
H 1.085 1.762 3.100
H 3.407 -0.218 3.033
H 2.019 -0.290 4.129
H 3.189 1.035 4.262
C 2.380 -2.494 -2.675
Si 1.643 -3.345 -1.148
C 1.390 -5.125 -1.774
C 3.022 -3.514 0.153
Si -0.236 -2.184 -0.297
Si -1.903 -3.355 -1.502
C -2.192 -5.176 -1.046
C -3.642 -2.611 -1.343
C -1.641 -3.409 -3.388
Si -0.476 -3.375 1.727
C -2.265 -3.341 2.358
C 0.031 -5.202 1.708
C 0.549 -2.665 3.153
H 3.343 -2.971 -2.895
H 2.556 -1.423 -2.546
H 1.741 -2.646 -3.550
H 2.365 -5.464 -2.143
H 0.680 -5.196 -2.601
H 1.072 -5.818 -0.991
H 3.939 -3.056 -0.227
H 3.222 -4.571 0.352
H 2.783 -3.017 1.094
H -2.603 -5.279 -0.038
H -1.302 -5.806 -1.116
H -2.939 -5.563 -1.749
H -3.984 -2.547 -0.308
H -4.330 -3.264 -1.890
H -3.699 -1.613 -1.783
H -0.651 -3.761 -3.683
H -1.814 -2.437 -3.853
H -2.383 -4.100 -3.805
H -2.990 -3.697 1.622
H -2.550 -2.329 2.656
H -2.336 -3.984 3.243
H -0.525 -5.823 1.000
H -0.143 -5.598 2.716
H 1.097 -5.305 1.494
H 0.610 -1.577 3.107
H 1.568 -3.062 3.133
H 0.095 -2.969 4.103
N 2.948 -0.304 -0.341
C 4.140 -0.094 -0.901
C 4.045 0.872 -1.908
C 2.695 1.207 -1.904
N 2.060 0.500 -0.959
H 1.820 -0.186 1.205
H 5.006 -0.642 -0.556
H 4.823 1.253 -2.549
H 2.151 1.902 -2.530
```

As for the spin multiplicity: 4. Its expectation value of S² is 3.764. The HOMO energy (alpha / beta) comes out at -4.156 / -4.337 eV. Its charge is -1. The calculation puts the gap between HOMO and LUMO (alpha / beta) at 6.5614 / 6.6683 eV.

Quick one: least stable of them? B

A.
C6H10O | ωB97M-V/def2-TZVPD

```
17
C6H10O | OMol25 | ωB97M-V/def2-TZVPD
C -0.287 -0.931 -1.019
C -1.296 -0.420 -1.765
C 1.204 -1.390 0.798
C 0.070 -0.736 0.442
C -0.601 0.377 1.123
C -0.472 0.692 2.425
H 0.301 -1.751 -1.427
H -1.094 -0.296 -2.829
H -2.315 -0.159 -1.481
H 1.722 -1.475 1.746
H 1.775 -2.004 0.019
H -1.287 0.937 0.467
H 0.433 0.725 3.014
H -1.307 1.188 2.914
H 1.809 1.579 -1.350
H 0.294 1.688 -1.279
O 1.052 1.975 -1.795
```

As for the spin multiplicity: 2. Its expectation value of S² is 0.790. The HOMO energy (alpha / beta) comes out at -14.360 / -14.047 eV. Its charge is +1. The calculation puts the gap between HOMO and LUMO (alpha / beta) at 8.6824 / 5.9822 eV.

B.
C6H10O | ωB97M-V/def2-TZVPD

```
17
C6H10O | OMol25 | ωB97M-V/def2-TZVPD
C 2.879 -0.796 0.677
C 1.596 -0.096 1.039
C 0.464 -0.280 0.070
C -0.634 0.565 0.068
C -1.915 0.246 -0.360
C -2.659 0.978 -1.265
O -3.647 0.526 -1.987
H 3.614 -0.086 0.297
H 2.896 -1.766 0.206
H 3.316 -1.107 1.639
H 1.695 1.000 1.205
H 1.158 -0.482 1.985
H 0.463 -1.234 -0.484
H -0.472 1.597 0.374
H -2.412 -0.696 -0.204
H -2.418 1.983 -1.587
H -3.924 -0.351 -1.673
```

As for the spin multiplicity: 2. Its expectation value of S² is 0.773. The HOMO energy (alpha / beta) comes out at -13.797 / -15.038 eV. Its charge is +1. The calculation puts the gap between HOMO and LUMO (alpha / beta) at 9.2757 / 7.8371 eV.

Quick one: least stable of them? A

A.
C6H10FN | ωB97M-V/def2-TZVPD

```
18
C6H10FN | OMol25 | ωB97M-V/def2-TZVPD
C -0.205 -1.114 -0.038
C -0.326 -2.375 0.259
C -1.182 -0.203 -0.640
C -1.103 1.277 -0.165
C 0.341 1.709 -0.077
C 1.305 -0.414 0.446
N 1.126 0.900 0.815
F 2.190 -0.633 -0.645
H 0.399 -2.894 0.667
H -1.157 -2.872 -0.015
H -1.024 -0.308 -1.715
H -2.192 -0.505 -0.298
H -1.843 1.800 -0.797
H -1.464 1.241 0.877
H 0.717 1.316 -1.097
H 0.635 2.807 -0.008
H 1.732 -1.070 1.187
H 2.051 1.340 1.244
```

As for the spin multiplicity: 1. The HOMO energy comes out at -9.253 eV. Its charge is 0. Its structure (SMILES) is C=C1CCCN[C@@H]1F. The calculation puts the gap between HOMO and LUMO at 10.2665 eV.

B.
C6H10FN | ωB97M-V/def2-TZVPD

```
18
C6H10FN | OMol25 | ωB97M-V/def2-TZVPD
C 0.951 0.563 1.216
C 0.227 -0.364 0.256
C 0.838 -1.436 -0.232
C -1.170 0.031 -0.077
C -1.772 -0.204 -1.429
C -1.427 1.187 -1.001
H 2.332 -0.671 2.077
H 2.914 0.210 0.803
H 0.963 1.568 0.781
H 0.349 0.643 2.120
H 1.848 -1.743 -0.026
H -1.855 -0.065 0.777
H -1.168 -0.680 -2.192
H -2.822 -0.508 -1.475
H -0.540 1.648 -1.419
H -2.223 1.893 -0.717
N 2.317 0.241 1.617
F 0.239 -2.312 -1.078
```

As for the spin multiplicity: 1. The HOMO energy comes out at -9.302 eV. Its charge is 0. Its structure (SMILES) is NC/C(=C/F)C1CC1. The calculation puts the gap between HOMO and LUMO at 10.3260 eV.

Quick one: least stable of them? A

A.
C5H13NO3 | ωB97M-V/def2-TZVPD

```
22
C5H13NO3 | OMol25 | ωB97M-V/def2-TZVPD
C -1.502 -1.206 0.942
N -0.257 -1.592 0.287
C 0.764 -0.558 0.154
C 0.433 0.571 -0.845
C 1.668 1.397 -1.140
O 2.685 0.904 -1.562
C 1.095 0.009 1.528
O 2.089 1.023 1.468
H -2.243 -1.980 0.767
H -1.923 -0.252 0.599
H -1.334 -1.135 2.012
H -0.428 -2.018 -0.620
H 1.656 -1.053 -0.237
H -0.364 1.231 -0.495
H 0.110 0.128 -1.791
H 1.619 2.481 -0.963
H 1.386 -0.800 2.204
H 0.231 0.502 1.974
H 2.933 0.635 1.215
H -3.178 1.265 -2.055
H -2.372 0.138 -1.401
O -3.068 0.307 -2.042
```

As for the spin multiplicity: 1. The HOMO energy comes out at -9.152 eV. Its charge is 0. Its structure (SMILES) is CN[C@H](CO)CC=O.O. The calculation puts the gap between HOMO and LUMO at 9.8019 eV.

B.
C5H13NO3 | ωB97M-V/def2-TZVPD

```
22
C5H13NO3 | OMol25 | ωB97M-V/def2-TZVPD
C -1.479 0.110 -0.638
C -2.312 -0.688 -1.633
O -1.751 1.489 -0.700
O -1.683 -0.390 0.642
H -2.652 1.630 -0.383
H -0.889 -0.142 1.200
H -0.401 0.029 -0.894
H -1.974 -1.719 -1.643
H -2.213 -0.256 -2.624
H -3.356 -0.668 -1.335
C 1.867 1.597 0.131
C 1.635 0.140 0.389
N 1.188 -1.718 1.876
C 1.175 -0.351 1.553
O 1.995 -0.745 -0.618
H 2.347 -0.243 -1.360
H 1.317 -2.289 1.051
H 0.381 -2.018 2.405
H 1.036 0.320 2.389
H 1.734 2.171 1.042
H 2.878 1.769 -0.243
H 1.156 1.974 -0.608
```

As for the spin multiplicity: 1. The HOMO energy comes out at -7.897 eV. Its charge is 0. Its structure (SMILES) is C/C(O)=C/N.CC(O)O. The calculation puts the gap between HOMO and LUMO at 8.6214 eV.

Quick one: least stable of them? A